ORCA calculation (ωB97M-V with the def2-TZVPD basis set) on a molecular structure, C20H14Br2CrINO3S2 in a non-equilibrium geometry.

Each line ends with the Löwdin spin population.
Geometry (Å):
I  1.6087  -0.6070  -6.2463  0.001
Br  5.0790  -0.3010  4.2778  0.003
Br  -0.4480  -0.1929  5.4500  0.004
Cr  -0.7842  -0.1621  0.4067  2.950
S  -3.1197  -0.1035  0.1143  -0.016
S  -0.8592  2.1825  0.0055  -0.020
O  -0.6365  -0.0447  2.3679  0.024
O  -0.7989  -2.1241  0.2390  0.037
O  -0.5812  -4.1853  -0.5729  0.011
N  1.2629  -0.0734  0.5457  0.210
C  0.1361  -0.5537  -3.5767  0.001
C  -2.8784  4.0316  0.1623  -0.001
C  2.2624  -0.2498  4.5827  0.043
C  0.7982  -1.3984  -4.4500  0.000
C  2.2335  -0.0133  -0.4060  0.138
C  -0.3063  -1.0670  -2.3703  0.005
C  -2.5702  2.5568  0.1116  0.005
C  0.9467  -0.1952  4.1557  0.018
C  0.5959  -0.1273  2.7994  0.054
C  3.2720  -0.2455  3.6386  0.045
C  4.0051  -0.1602  1.2270  0.271
C  -0.5243  -2.9642  -0.6859  0.008
C  -0.0934  -2.3951  -2.0209  0.002
C  1.6631  -0.1355  1.8647  0.056
C  -3.5159  1.6050  0.1477  0.002
C  3.5708  -0.0568  -0.1094  0.084
C  1.0118  -2.7349  -4.1455  0.001
C  0.5494  -3.2246  -2.9371  0.001
C  -4.9973  1.9198  0.2169  -0.001
C  3.0254  -0.1853  2.2536  0.032
H  -5.3313  2.4849  -0.6595  0.000
H  0.6810  -4.2648  -2.6701  0.000
H  -5.2402  2.5030  1.1098  0.000
H  5.0562  -0.2065  1.4703  0.021
H  4.2951  -0.0074  -0.9135  0.000
H  -0.0410  0.4831  -3.8301  0.000
H  1.5224  -3.3822  -4.8461  0.000
H  -5.5592  0.9881  0.2567  0.000
H  2.4948  -0.2912  5.6370  0.003
H  -3.9527  4.2235  0.1416  0.000
H  -0.8561  -0.4085  -1.7031  0.002
H  1.8956  0.0747  -1.4299  0.009
H  -2.4108  4.5420  -0.6842  0.000
H  -2.4614  4.4666  1.0750  0.001

Force components x, y, z for each atom (eV/Å):
I -0.212 -0.161 0.278
Br -0.002 -0.011 0.000
Br -0.002 0.002 0.028
Cr -0.219 0.914 1.574
S 0.172 -0.158 -0.098
S 0.149 -0.392 -0.105
O -0.146 -0.331 -0.802
O 0.004 -0.195 -0.194
O 0.070 0.013 -0.120
N 0.150 -0.027 -0.204
C -0.025 0.093 -0.271
C -0.021 -0.156 0.012
C 0.163 -0.009 -0.091
C 0.258 0.145 -0.165
C 0.122 0.007 -0.083
C -0.018 -0.325 0.242
C -0.078 0.003 -0.070
C -0.243 0.041 -0.129
C 0.391 -0.001 0.132
C -0.062 0.023 0.059
C 0.143 -0.012 -0.056
C -0.202 -0.119 0.443
C 0.136 0.162 -0.406
C -0.087 0.026 0.259
C 0.009 0.125 -0.022
C -0.113 -0.001 0.055
C -0.031 0.069 -0.157
C -0.075 -0.022 0.182
C 0.144 -0.018 -0.007
C -0.096 -0.010 0.010
H -0.039 0.002 0.020
H 0.020 0.006 0.029
H -0.051 -0.005 -0.009
H -0.008 0.012 0.027
H -0.045 0.002 -0.041
H 0.028 0.011 0.072
H 0.033 0.006 0.023
H -0.063 0.031 0.004
H -0.015 -0.009 0.002
H 0.026 0.053 -0.005
H -0.131 0.103 -0.400
H 0.006 0.005 -0.012
H -0.020 0.048 0.009
H -0.016 0.061 -0.014

The total charge is -2. Its HOMO-LUMO gap (spin up / spin down) is 2.966 / 4.894 eV. As for the spin multiplicity: 5. The value obtained for the electronic energy is -226881.8588 eV. Its relative energy (zero: lowest compared OMol25 entry of this formula, charge and spin) is 66.8 kJ/mol. The value obtained for the lowest unoccupied orbital energy (spin up / spin down) is 3.420 / 3.420 eV.